1.
The following is a DFT calculation (ωB97M-V/def2-TZVPD) of the molecule C4H8N2OS at a distorted geometry.

Last column: natural (NBO) charge in e.
CARTESIAN COORDINATES (ANGSTROEM)
S1 2.034270 -0.133324 -0.563974  0.26
O1 -2.770741 -0.339481 -0.808433  -0.50
N1 -2.134557 0.545362 -0.228966  0.21
N2 -1.024957 0.191724 0.014462  -0.14
C1 -0.031896 1.194053 0.694304  -0.25
C2 1.084694 1.301261 -0.485801  -0.62
C3 0.929805 -1.340623 0.196281  -0.57
C4 -0.564185 -1.177919 0.046813  -0.28
H1 1.243309 -2.303951 -0.092570  0.25
H2 0.472328 1.343569 -1.590359  0.22
H3 1.301803 -1.474345 1.260733  0.21
H4 -0.693225 -1.349781 -1.041916  0.24
H5 1.726699 2.294674 -0.596182  0.26
H6 -1.203595 -1.722744 0.679676  0.24
H7 0.300715 0.783761 1.703604  0.22
H8 -0.670461 2.187763 0.812323  0.25

Atomic forces in eV per Å
1.49 -1.53 -0.25
-1.85 -0.40 -0.19
-5.70 1.65 -2.33
9.34 1.02 5.86
-1.64 1.07 -1.89
-2.73 3.22 -2.13
0.88 0.41 3.34
0.91 0.92 -4.08
0.06 -1.13 -1.38
1.14 0.18 3.24
-0.91 0.84 -0.61
-0.57 -1.40 0.61
-1.14 -2.23 0.94
-0.63 -1.12 0.59
-0.21 0.61 -1.53
1.57 -2.10 -0.20

Output
SMILES: O=NN1CCSCC1
Charge: 0
Gap between HOMO and LUMO (eV): 9.387
Max |F| (eV/A): 11.074
Energy relative to the best compared isomer or geometry (same formula, charge and spin) (kJ/mol): 466.4
E_LUMO (eV): 0.62
E_HOMO (eV): -8.77


2.
The following is a DFT calculation (ωB97M-V/def2-TZVPD) of the molecule C4H8N2OS at a distorted geometry.

Last column: natural (NBO) charge in e.
CARTESIAN COORDINATES (ANGSTROEM)
S1 1.309759 1.321140 -0.299937  0.39
O1 -0.779580 -2.046695 -0.115462  -0.52
N1 1.647683 -0.213383 0.201233  -0.76
N2 -1.009051 0.189791 0.496290  -0.46
C1 -2.292234 0.465957 -0.069531  -0.39
C2 -0.130014 1.323030 0.835512  -0.35
C3 -0.479167 -0.942072 0.230661  0.88
C4 2.333921 -1.107799 -0.702591  -0.42
H1 2.146938 -2.078837 -0.288660  0.21
H2 1.925255 -0.958250 -1.819179  0.15
H3 -2.743347 1.222472 0.510510  0.20
H4 -2.076255 0.823758 -1.048995  0.21
H5 -0.583251 2.247111 0.973680  0.23
H6 -2.909981 -0.334936 0.031122  0.22
H7 0.312907 1.038102 1.731978  0.22
H8 3.326417 -0.949389 -0.666632  0.19

Atomic forces in eV per Å
-1.10 0.97 -0.20
0.55 1.65 0.77
-2.01 -1.96 1.16
0.09 1.46 0.91
1.21 1.93 0.07
1.55 -1.66 -1.42
3.01 -2.20 -1.36
-4.48 0.75 -2.10
-0.20 -0.81 -0.34
0.98 -0.75 2.07
-0.52 1.16 0.54
-0.67 0.12 -1.10
-1.27 1.45 -0.28
-1.59 -2.54 -0.38
0.82 -0.27 1.77
3.62 0.68 -0.11

Output
Charge: 0
Gap between HOMO and LUMO (spin up / spin down) (eV): 7.631 / 7.627
Max |F| (eV/A): 5.008
Energy relative to the best compared isomer or geometry (same formula, charge and spin) (kJ/mol): 371.4
E_LUMO (spin up / spin down) (eV): 0.43 / 0.42
E_HOMO (spin up / spin down) (eV): -7.20 / -7.20


3.
The following is a DFT calculation (ωB97M-V/def2-TZVPD) of the molecule C4H8N2OS at a distorted geometry.

Last column: natural (NBO) charge in e.
CARTESIAN COORDINATES (ANGSTROEM)
S1 -2.644936 0.197849 -0.429973  0.02
O1 -0.862075 0.417767 1.434348  -0.58
N1 2.569515 0.643121 -0.491892  -0.23
N2 1.534124 1.477580 -0.187244  -0.66
C1 2.422368 -0.584255 -0.244888  0.03
C2 -1.090372 -0.091379 0.367893  0.45
C3 1.240455 -1.226172 0.457964  -0.50
C4 -0.097029 -1.023478 -0.332656  -0.52
H1 1.891957 2.448575 -0.151149  0.37
H2 -2.400684 -0.539563 -1.538720  0.13
H3 1.062927 1.248273 0.727460  0.36
H4 0.051017 -0.578024 -1.294828  0.24
H5 1.056147 -0.816910 1.450656  0.24
H6 -0.597098 -1.965600 -0.525954  0.23
H7 3.208380 -1.292485 -0.566848  0.19
H8 1.364929 -2.305195 0.568244  0.23

Atomic forces in eV per Å
-0.06 -0.09 -0.32
-0.27 0.17 -0.02
0.47 -0.01 -0.63
-0.47 1.09 1.62
0.12 -1.59 0.45
0.55 -0.62 0.18
-1.04 0.14 -0.78
-0.03 0.31 0.74
-0.39 -0.99 -0.06
-0.03 0.18 0.31
0.51 0.35 -1.18
0.37 0.27 -0.72
0.26 0.08 0.16
-0.13 -0.24 0.12
-0.24 0.75 0.13
0.36 0.20 0.02

Output
SMILES: N/N=C\CCC(=O)S
Charge: 0
Gap between HOMO and LUMO (eV): 9.647
Max |F| (eV/A): 2.008
Energy relative to the best compared isomer or geometry (same formula, charge and spin) (kJ/mol): 128.4
E_LUMO (eV): 0.60
E_HOMO (eV): -9.05


4.
The following is a DFT calculation (ωB97M-V/def2-TZVPD) of the molecule C4H8N2S at a distorted geometry.

Last column: natural (NBO) charge in e.
CARTESIAN COORDINATES (ANGSTROEM)
S1 -1.683762 -0.554833 1.080283  0.28
N1 -1.688480 2.160937 0.788570  -0.74
N2 0.189154 1.036060 0.302827  -0.63
C1 -1.096603 1.001909 0.762542  0.23
C2 -0.011989 -1.255725 0.826702  -0.53
C3 0.754644 -0.542339 -1.553456  -0.63
C4 0.798977 -0.246877 -0.048616  -0.03
H1 0.600641 -1.293544 1.764079  0.22
H2 1.867629 -0.257637 0.273949  0.20
H3 -0.223792 -0.565607 -1.989808  0.22
H4 -2.646497 2.018880 1.076843  0.33
H5 1.306674 -1.465508 -1.774174  0.21
H6 1.295466 0.249753 -2.062942  0.21
H7 0.568212 1.956348 0.173761  0.42
H8 -0.030273 -2.241820 0.379440  0.23

Atomic forces in eV per Å
0.19 -1.71 0.17
-0.22 -1.62 0.34
0.39 -1.54 0.42
0.37 4.10 -1.20
1.60 0.55 0.53
1.09 0.12 0.34
-0.30 0.22 -0.02
-1.12 -0.23 -0.37
-0.75 -0.07 -0.15
-0.71 -0.17 0.05
-0.32 0.28 0.29
-0.30 0.05 0.06
0.11 0.18 -0.14
0.19 -0.06 -0.30
-0.23 -0.11 -0.05

Output
SMILES: [H]/N=C1/N[C@H](C)CS1
Charge: 0
Gap between HOMO and LUMO (eV): 9.316
Max |F| (eV/A): 4.290
Energy relative to the best compared isomer or geometry (same formula, charge and spin) (kJ/mol): 68.1
E_LUMO (eV): 0.73
E_HOMO (eV): -8.59


5.
The following is a DFT calculation (ωB97M-V/def2-TZVPD) of the molecule C4H8N2S at a distorted geometry.

Last column: natural (NBO) charge in e.
CARTESIAN COORDINATES (ANGSTROEM)
S1 -2.632341 -0.586610 -0.027175  -0.20
N1 1.137953 0.421780 0.082959  -0.44
N2 -0.248048 0.663924 -0.037681  -0.25
C1 -0.732439 2.020355 -0.104019  -0.42
C2 -0.983061 -0.471431 0.033605  0.13
C3 -0.031277 -1.654946 0.065338  -0.49
C4 1.347457 -1.011870 -0.205466  -0.24
H1 -0.699915 2.462745 0.878462  0.19
H2 1.320597 0.690396 1.073807  0.34
H3 -1.785491 1.963691 -0.399183  0.25
H4 2.212009 -1.466207 0.275579  0.22
H5 -0.337875 -2.415394 -0.653490  0.25
H6 -0.051881 2.564256 -0.742320  0.22
H7 1.597216 -1.073490 -1.272063  0.20
H8 -0.112911 -2.107192 1.031653  0.23

Atomic forces in eV per Å
0.23 0.11 0.14
0.89 1.14 1.37
-0.81 -2.00 -0.20
-0.02 -0.75 0.20
-0.07 0.60 -0.68
0.31 0.49 -0.33
-0.73 0.07 -0.82
0.02 0.30 0.54
0.41 -0.71 -0.83
0.37 0.22 -0.30
-0.22 0.35 0.57
0.07 0.20 -0.04
-0.22 0.27 -0.43
-0.28 0.01 0.07
0.06 -0.30 0.76

Output
SMILES: CN1NCCC1=S
Charge: 0
Gap between HOMO and LUMO (eV): 8.832
Max |F| (eV/A): 2.167
Energy relative to the best compared isomer or geometry (same formula, charge and spin) (kJ/mol): 155.0
E_LUMO (eV): 0.80
E_HOMO (eV): -8.03


6.
The following is a DFT calculation (ωB97M-V/def2-TZVPD) of the molecule C4H8N2S at a distorted geometry.

Last column: natural (NBO) charge in e.
CARTESIAN COORDINATES (ANGSTROEM)
S1 -3.321667 0.100299 0.217398  0.23
N1 0.182928 -0.957710 -0.855900  -0.48
N2 -1.758096 -0.427541 0.413906  -0.79
C1 1.969084 -0.443340 0.813716  -0.64
C2 0.827374 1.292255 -0.521820  -0.48
C3 0.955642 0.006686 -0.212745  0.14
C4 -1.079381 -1.028849 -0.675599  0.30
H1 2.724311 0.312690 0.951962  0.22
H2 0.003290 1.676417 -1.158263  0.20
H3 1.464288 -0.729593 1.739268  0.22
H4 -1.747419 -1.545388 -1.335867  0.18
H5 -3.185695 1.019240 -0.663496  0.07
H6 2.474683 -1.349042 0.470593  0.22
H7 1.598522 2.029410 -0.192717  0.20
H8 -1.107863 0.044473 1.009562  0.40

Atomic forces in eV per Å
-0.96 -1.35 1.55
-1.42 -0.48 -0.38
1.08 -0.96 -1.39
-0.19 -0.89 -0.85
0.18 1.52 -0.26
0.43 0.21 0.69
0.69 0.82 1.27
0.06 0.31 0.36
0.80 -0.42 0.27
0.10 0.26 0.10
-0.08 -0.58 -0.32
0.39 1.55 -1.36
-0.01 -0.01 -0.06
-0.94 -0.68 -0.08
-0.12 0.69 0.45

Output
SMILES: C=C(C)/N=C\NS
Charge: 0
Gap between HOMO and LUMO (eV): 9.414
Max |F| (eV/A): 2.270
Energy relative to the best compared isomer or geometry (same formula, charge and spin) (kJ/mol): 204.5
E_LUMO (eV): 0.78
E_HOMO (eV): -8.64


7.
The following is a DFT calculation (ωB97M-V/def2-TZVPD) of a cluster of 2 separate species, C4H8N2S in total at a distorted geometry.

Last column: Löwdin spin population.
CARTESIAN COORDINATES (ANGSTROEM)
S1 -1.858464 1.031072 -0.755552  0.27
N1 -0.175790 -0.178007 0.751461  0.20
N2 -1.031513 -0.425402 -0.390174  0.53
C1 -0.185041 1.121814 1.158912  0.00
C2 -1.044305 1.919209 0.476470  0.11
C3 0.693485 -1.293396 1.123766  0.02
C4 0.483039 -0.465591 -2.034505  0.73
H1 0.369099 1.375239 1.994666  0.00
H2 1.069416 -1.637107 0.185605  0.00
H3 1.477753 -0.957771 1.596512  0.00
H4 1.095898 -1.226294 -1.626871  0.05
H5 -1.384528 2.931832 0.530635  0.00
H6 0.110429 -1.985485 1.695649  0.01
H7 0.743321 0.482971 -2.009504  0.06
H8 -0.362799 -0.693084 -2.697068  0.03

Atomic forces in eV per Å
0.90 -1.37 0.54
-1.69 0.60 -2.19
-0.54 0.44 2.75
-1.20 -0.44 -1.18
-0.26 -0.34 -0.37
-4.19 -0.03 -2.72
-1.01 -3.58 -2.60
1.12 0.60 1.41
-0.01 -1.02 -0.31
4.03 1.91 3.02
0.27 -0.50 0.06
0.52 0.42 0.72
-0.03 -0.74 0.14
1.42 4.30 0.32
0.69 -0.22 0.41

Output
Charge: 0
Multiplicity: 3
Gap between HOMO and LUMO (spin up / spin down) (eV): 6.623 / 9.483
Expectation value of S²: 2.01
Max |F| (eV/A): 5.387
Energy relative to the best compared isomer or geometry (same formula, charge and spin) (kJ/mol): 289.4
E_LUMO (spin up / spin down) (eV): 0.90 / 0.10
E_HOMO (spin up / spin down) (eV): -5.72 / -9.38


8.
The following is a DFT calculation (ωB97M-V/def2-TZVPD) of the molecule C4H8N2S at a distorted geometry.

Last column: Löwdin spin population.
CARTESIAN COORDINATES (ANGSTROEM)
S1 1.748774 -1.453118 0.333463  0.65
N1 2.097061 -0.606016 -1.077846  0.53
N2 1.303538 0.228265 -1.454342  0.61
C1 0.118964 0.461155 -0.699513  0.06
C2 0.023433 1.901351 -0.225798  0.03
C3 0.163050 -0.600565 0.619735  0.05
C4 -1.016785 -1.543984 0.649960  0.02
H1 -0.027054 2.569896 -1.079987  0.00
H2 -1.947569 -0.980002 0.701957  0.00
H3 -0.870146 2.031138 0.380102  0.00
H4 -1.029390 -2.169529 -0.242202  0.00
H5 0.250876 -0.011084 1.530745  0.02
H6 -0.741614 0.203492 -1.324079  0.03
H7 -0.970709 -2.194163 1.521343  0.00
H8 0.897571 2.163163 0.366462  0.00

Atomic forces in eV per Å
-1.38 1.13 -0.09
7.94 -7.25 2.21
-6.69 6.73 -2.62
0.45 -1.40 1.76
-0.14 -0.09 0.01
0.36 1.00 -1.66
-0.07 -0.17 0.15
0.00 0.06 -0.07
-0.04 0.01 -0.04
-0.13 0.13 0.06
-0.08 0.02 -0.03
0.01 0.00 0.07
-0.24 -0.10 0.15
-0.07 -0.08 0.04
0.07 0.01 0.05

Output
Charge: 0
Multiplicity: 3
Gap between HOMO and LUMO (spin up / spin down) (eV): 6.312 / 5.443
Expectation value of S²: 2.01
Max |F| (eV/A): 10.981
Energy relative to the best compared isomer or geometry (same formula, charge and spin) (kJ/mol): 207.8
E_LUMO (spin up / spin down) (eV): 0.72 / -2.77
E_HOMO (spin up / spin down) (eV): -5.59 / -8.21